[1]
C7H17PS2 | the ωB97M-V functional and the def2-TZVPD basis

The geometry in XYZ format:
```
27
Properties=species:S:1:pos:R:3
C -4.45134 -0.88422 0.54281
C -2.46825 -1.50308 -0.82270
C 3.79898 -0.16290 -0.83224
C 3.01885 1.71362 0.53191
C 1.77658 -0.57897 0.60092
C -3.05198 -0.51736 0.16981
C 2.52559 0.46632 -0.20304
P -1.27705 1.83090 0.47001
S -2.94052 1.18148 -0.47436
S 1.36820 0.87486 -1.61710
H -5.04072 -1.05344 -0.27469
H -4.51494 -1.64010 1.22458
H -4.81333 0.01847 0.90175
H -3.19063 -1.41707 -1.63291
H -2.53448 -2.47000 -0.36043
H -1.36549 -1.52083 -1.03777
H 4.28164 0.81129 -1.29734
H 4.51197 -0.48122 -0.09110
H 3.76998 -0.95142 -1.55169
H 2.48249 2.67871 0.37422
H 4.11552 1.81563 0.31137
H 3.05033 1.50958 1.70613
H 2.31845 -0.82504 1.51592
H 0.73837 -0.21105 0.71100
H 1.62742 -1.55199 0.18978
H -2.38598 -0.33926 1.04532
H -1.34965 3.20712 -0.10015
```

ΔE to the lowest compared entry with this formula, charge and spin   3.575 eV
HOMO level (spin up / spin down)   -7.5209 / -8.7466 eV
2S+1   1
Gap between HOMO and LUMO (spin up / spin down)   6.04 / 7.92 eV

These are the Mulliken partial charges, in e, on atoms 1 to 6: -1.6828 -1.0728 -1.5897 -1.2766 -1.2931 0.2892

[2]
C61H91Ge2P2S3SiY | the ωB97M-V functional and the def2-TZVPD basis

The geometry in XYZ format:
```
161
Properties=species:S:1:pos:R:3
Y -0.19189 -0.27924 0.02835
C -2.70429 3.04991 2.19773
Si -1.45507 1.71294 1.81452
C -0.45934 1.57053 3.41570
C -1.01638 1.20513 4.64767
C -0.21376 1.02450 5.76181
C 1.16457 1.21575 5.66830
C 1.73212 1.59449 4.46389
C 0.92743 1.76982 3.33557
P 1.52961 2.41111 1.73788
C 1.73680 4.18333 2.22329
C 0.44330 4.83291 2.72037
C 0.73745 6.25194 3.20980
C 1.36028 7.10141 2.09997
C 2.61791 6.43728 1.53636
C 2.31120 5.01520 1.06608
C 3.22030 1.67244 1.55870
C 3.59412 1.48815 0.07700
C 4.95128 0.79877 -0.04944
C 6.08107 1.61705 0.62258
C 5.53567 2.75442 1.49081
C 4.39201 2.26790 2.38129
C -4.49433 0.10537 1.02575
C -5.89999 0.66056 1.08889
C -6.95819 -0.12567 0.77992
C -6.80913 -1.41804 0.17685
C -5.55412 -1.75022 -0.29162
C -4.41245 -0.98999 -0.02223
P -2.92491 -1.17098 -0.91630
C -3.13708 -0.52926 -2.67044
C -4.55390 -0.62567 -3.26425
C -5.51131 0.47772 -2.80300
C -4.89759 1.85519 -3.03103
C -3.55801 1.95584 -2.30606
C -2.58967 0.89826 -2.84033
C -2.42729 -2.90663 -1.31302
C -3.35088 -3.87190 -2.07358
C -4.20503 -4.80885 -1.20604
C -3.42952 -5.41371 -0.03246
C -2.75070 -4.31200 0.77761
C -1.75188 -3.59409 -0.11850
H -2.77832 3.24407 3.27008
H -3.69236 2.80118 1.79857
H -2.38547 3.97507 1.70203
H -2.08857 1.04623 4.73266
H -0.65748 0.73300 6.70649
H 1.79341 1.07455 6.53981
H 2.80400 1.74561 4.40538
H 2.45294 4.19521 3.04869
H -0.01648 4.24447 3.51571
H -0.27132 4.88646 1.88817
H 1.43165 6.19654 4.05569
H -0.17889 6.71790 3.57751
H 1.59407 8.09947 2.47363
H 0.62936 7.22255 1.29134
H 3.38911 6.39988 2.31467
H 3.02292 7.02791 0.71184
H 3.21125 4.54626 0.65767
H 1.57221 5.05292 0.25746
H 3.01485 0.66882 1.92544
H 3.60294 2.44656 -0.45525
H 2.83483 0.86438 -0.40926
H 5.17397 0.64116 -1.10619
H 4.87406 -0.19615 0.39907
H 6.75305 2.02701 -0.13366
H 6.68608 0.95966 1.25158
H 5.19767 3.58434 0.86440
H 6.33499 3.14968 2.12023
H 4.07052 3.07884 3.03366
H 4.78240 1.48366 3.03865
H -6.04293 1.66623 1.48086
H -7.96183 0.26298 0.93460
H -7.67088 -2.02646 -0.06334
H -5.47087 -2.59190 -0.98045
H -2.48532 -1.19671 -3.24470
H -4.99356 -1.60231 -3.05543
H -4.44764 -0.55160 -4.35474
H -5.73435 0.35894 -1.74194
H -6.45478 0.38367 -3.34552
H -5.57914 2.63656 -2.68769
H -4.72987 2.01593 -4.10515
H -3.72118 1.79426 -1.23184
H -3.12798 2.95094 -2.42447
H -1.61276 0.99207 -2.35188
H -2.41826 1.08972 -3.90792
H -1.61461 -2.66516 -2.00003
H -2.69500 -4.49640 -2.69212
H -3.99081 -3.32390 -2.76745
H -4.59140 -5.60337 -1.84842
H -5.07534 -4.28265 -0.80320
H -2.66695 -6.10859 -0.40481
H -4.11081 -5.98727 0.59964
H -2.24624 -4.72437 1.65683
H -3.50422 -3.59358 1.12269
H -1.02506 -4.32403 -0.49955
H -1.18469 -2.86263 0.46872
S -0.74281 3.94407 -0.92245
C -0.74355 4.08702 -2.68495
C -1.39025 4.87718 -3.61669
C -1.06004 4.65449 -4.95098
C -0.11709 3.69200 -5.32065
C 0.52113 2.89827 -4.37054
C 0.16517 3.12170 -3.05431
S 0.63886 2.47878 -1.47052
H -2.11873 5.62658 -3.33211
H -1.54244 5.24645 -5.71950
H 0.12264 3.55789 -6.36766
H 1.25549 2.15236 -4.64731
C 0.96904 -4.68307 2.08804
C 0.51209 -3.30003 2.56651
Ge 1.49692 -1.73713 1.76163
C 3.00323 -1.51662 3.05851
C 3.51330 -2.83164 3.66123
C 2.58433 -2.64979 0.34889
C 2.64884 -2.62979 -0.99714
Ge 1.40108 -1.42541 -2.01811
C 2.25043 0.01336 -3.16236
C 3.64231 -0.04083 -3.80425
C 0.48206 -2.56632 -3.37183
C 1.25280 -3.03726 -4.61156
C 3.62223 -3.55708 -1.67420
C 4.08987 -4.72249 -1.05108
C 5.02705 -5.54347 -1.66122
C 5.51902 -5.23613 -2.92530
C 5.03763 -4.11087 -3.57696
C 4.09732 -3.29695 -2.95701
H 0.36453 -5.47866 2.53489
H 2.01305 -4.87912 2.34571
H 0.88465 -4.77092 1.00060
H 0.60738 -3.21407 3.65461
H -0.55036 -3.18544 2.35203
H 2.68599 -0.84534 3.86129
H 3.82328 -1.02144 2.52994
H 2.72133 -3.37585 4.17941
H 4.30983 -2.64333 4.38730
H 3.92511 -3.49791 2.89924
H 3.31154 -3.31184 0.83095
H 2.21341 0.91674 -2.54333
H 1.49264 0.15236 -3.94517
H 4.41858 -0.29776 -3.08046
H 3.90791 0.92935 -4.24094
H 3.69079 -0.77081 -4.61453
H -0.37886 -1.97059 -3.69727
H 0.07507 -3.43229 -2.83934
H 1.73721 -2.20122 -5.12940
H 0.57711 -3.51347 -5.32891
H 2.02462 -3.76354 -4.35791
H 3.69919 -5.01007 -0.08144
H 5.36804 -6.43640 -1.14900
H 6.25278 -5.87597 -3.39973
H 5.38564 -3.86805 -4.57421
H 3.71454 -2.43551 -3.47845
C -2.53299 -2.02194 3.99825
S -2.42233 -1.05164 2.48395
C -4.11270 -0.37962 2.43548
H -2.93297 -1.41051 4.80771
H -1.53406 -2.36646 4.26014
H -3.18413 -2.87549 3.81415
H -4.79400 -1.17885 2.73613
H -3.79374 0.91930 0.77679
H -4.18524 0.44189 3.15824
```

HOMO level   -5.4162 eV
2S+1   1
Gap between HOMO and LUMO   4.65 eV

These are the Mulliken partial charges, in e, on atoms 1 to 6: -3.2471 -1.1634 0.4088 1.3288 -0.5732 -0.9159

[3]
C51H69N3O3P3SiTi | the ωB97M-V functional and the def2-TZVPD basis

The geometry in XYZ format:
```
131
Properties=species:S:1:pos:R:3
Ti -0.65825 0.93436 -0.28352
C -3.19017 -2.82096 -3.78083
C -3.10242 -1.47660 -3.06396
C -3.77040 -1.58346 -1.68873
P -1.39519 -0.69795 -2.97293
C -1.33096 -0.10320 -4.74737
C 0.07017 0.14305 -5.31116
C -2.14953 1.17880 -4.91548
C -0.23125 -2.11471 -2.96024
C -0.04104 -2.89932 -4.10442
C 0.81531 -3.98670 -4.09832
C 1.49102 -4.31687 -2.93090
C 1.30599 -3.54911 -1.79160
C 0.46069 -2.42939 -1.77589
Si 0.18393 -1.51135 -0.12443
C 1.64827 -2.05392 1.01480
C 1.46841 -3.19952 1.80403
C 2.32636 -3.52496 2.84446
C 3.38235 -2.68158 3.15937
C 3.62676 -1.57580 2.36079
C 2.81165 -1.27744 1.26357
P 3.28453 -0.00200 0.03818
C 4.78237 -0.74196 -0.82414
C 4.31106 -1.71968 -1.90473
C 5.83347 -1.47166 0.01543
C 3.96990 1.46868 0.97511
C 5.44919 1.52778 1.35425
C 3.61084 2.71134 0.14157
C -1.35426 -2.47056 0.55725
C -1.55995 -3.81923 0.22373
C -2.68322 -4.52044 0.64516
C -3.65536 -3.87843 1.40141
C -3.48521 -2.54620 1.74142
C -2.34914 -1.84479 1.33461
P -2.06973 -0.11259 1.82186
C -1.46057 -0.28446 3.59455
C -2.54427 -0.67612 4.59965
C -0.30093 -1.27189 3.70504
C -3.72993 0.63578 2.12852
C -4.68157 0.58854 0.93585
C -3.49689 2.07955 2.58779
H -4.22317 -3.17765 -3.73484
H -2.55955 -3.56778 -3.29518
H -2.91267 -2.76686 -4.83591
H -3.66149 -0.74534 -3.65573
H -3.51129 -2.52821 -1.20554
H -4.85954 -1.54563 -1.78487
H -3.46506 -0.78595 -1.01524
H -1.81933 -0.88908 -5.32761
H 0.43782 1.12007 -4.98383
H 0.02620 0.17149 -6.40240
H 0.79888 -0.61559 -5.02760
H -1.73931 1.98508 -4.30228
H -3.19832 1.05212 -4.64347
H -2.12103 1.50235 -5.95980
H -0.57340 -2.66921 -5.02010
H 0.94596 -4.57857 -4.99681
H 2.16442 -5.16655 -2.91012
H 1.83086 -3.82741 -0.88314
H 0.60163 -3.82962 1.64111
H 2.14976 -4.41861 3.43242
H 4.02599 -2.89497 4.00550
H 4.47629 -0.94107 2.58690
H 5.24399 0.12629 -1.30878
H 3.82152 -2.57210 -1.43504
H 5.16635 -2.10258 -2.46990
H 3.60517 -1.28458 -2.61075
H 5.41566 -2.39216 0.42808
H 6.23969 -0.88762 0.83582
H 6.66699 -1.75489 -0.63506
H 3.38435 1.51294 1.89027
H 6.10087 1.39998 0.48883
H 5.72604 0.79084 2.10739
H 5.66403 2.51234 1.77697
H 4.14122 2.70140 -0.81975
H 3.90557 3.62673 0.66347
H 2.53708 2.76331 -0.05746
H -0.83311 -4.33198 -0.39994
H -2.80892 -5.56087 0.36861
H -4.54479 -4.41050 1.72016
H -4.26159 -2.04855 2.31209
H -1.09285 0.70768 3.86131
H -3.05485 -1.59870 4.31209
H -3.28610 0.10613 4.76618
H -2.05636 -0.86534 5.55942
H -0.64928 -2.29601 3.54479
H 0.13052 -1.21327 4.70944
H 0.49729 -1.08130 2.98988
H -4.18525 0.07392 2.94026
H -4.26666 1.11871 0.08182
H -5.62090 1.08310 1.20260
H -4.91650 -0.43373 0.63563
H -3.02532 2.66335 1.79161
H -2.85971 2.13962 3.47361
H -4.45220 2.55183 2.83027
O 1.87147 3.68135 7.00848
C 1.89152 2.56135 6.25493
O 2.37173 1.55879 6.69670
C 1.30442 2.63474 4.87254
C 1.58812 1.58322 4.00850
C 1.06115 1.56287 2.73490
C 0.22307 2.57523 2.28623
C -0.06797 3.63069 3.14656
C 0.47163 3.65545 4.42505
N -0.33577 2.46759 0.99391
C -0.75151 3.58653 0.34708
C -1.67943 3.47434 -0.69276
C -2.12695 4.61124 -1.42285
C -3.13435 4.47724 -2.32721
C -3.70329 3.19927 -2.54080
C -3.19180 2.12864 -1.87160
N -2.19133 2.21238 -0.95779
H 1.52495 4.42983 6.51145
H 2.22980 0.78217 4.35900
H 1.29376 0.75098 2.05810
H -0.75246 4.41399 2.84358
H 0.18443 4.47505 5.07619
H -0.39344 4.56893 0.63796
H -1.67369 5.57460 -1.21674
H -3.50873 5.33953 -2.86662
H -4.51905 3.05750 -3.23656
H -3.59364 1.13888 -2.04286
C 2.37140 1.41421 -3.09451
C 1.23115 2.11308 -2.45387
N 0.97513 3.35850 -2.76099
O 0.51978 1.53538 -1.59976
H 2.15039 0.35208 -3.13784
H 2.57829 1.80315 -4.09022
H 3.25126 1.55004 -2.46181
H 1.56529 3.85969 -3.40594
H 0.22697 3.84939 -2.28555
```

ΔE to the lowest compared entry with this formula, charge and spin   0.000 eV
HOMO level (spin up / spin down)   -8.8155 / -8.8155 eV
Charge   +1
2S+1   1
Gap between HOMO and LUMO (spin up / spin down)   5.97 / 6.02 eV

These are the Mulliken partial charges, in e, on atoms 1 to 6: -0.1882 -1.6823 0.5358 -1.0373 1.1699 0.3748

- Number 2 is which compound?
  C61H91Ge2P2S3SiY

- Look up the 2S+1 of the third one.
  1

- Look up the 2S+1 of the second one.
  1